[1]
C8H11NO4 | ωB97M-V/def2-TZVPD

```
24
C8H11NO4 ωB97M-V/def2-TZVPD
O 2.74680 -1.38544 -0.84562
O -1.62968 0.64081 -1.40644
O 0.34008 0.35089 2.08299
O -2.37457 -1.56232 0.33109
N -1.04328 -0.54075 -1.33838
C -2.47000 1.11297 -0.45345
C 0.67216 -1.83672 1.09682
C -1.35802 -1.39091 -0.34523
C -0.13653 -2.37645 -0.12084
C 0.70170 -0.30511 1.08808
C 1.35662 0.34591 -0.05508
C 0.98810 1.73021 -0.25056
C 2.34889 -0.24364 -0.93501
H -2.95893 1.91605 -0.85102
H 2.52239 0.51518 -1.70514
H 0.22074 1.69080 -0.93911
H 1.76866 2.31059 -0.78768
H -3.06083 0.30886 -0.01144
H -0.47126 -3.39630 -0.00258
H 0.07973 -2.02461 2.03984
H 0.50664 -2.11988 -1.05523
H 0.64390 1.94160 0.71912
H 1.64711 -2.20659 1.14180
H -1.86531 1.56054 0.28310
```

Results
Lowest unoccupied orbital energy (alpha / beta): -2.0082 / -1.9677 eV
Charge: 0
2S+1: 1
Kohn-Sham gap (alpha / beta): 7.4 / 8.0 eV

---

[2]
C4H10N3 | ωB97M-V/def2-TZVPD

```
17
C4H10N3 ωB97M-V/def2-TZVPD
N -0.18057 -0.31812 1.97417
N -0.19313 -0.09247 -0.46392
N -2.07462 0.15989 0.67233
C 0.27652 -0.01672 -1.65050
C 1.60536 -0.26274 -2.16795
C 0.57907 -0.28889 0.77896
C -1.30771 0.47012 1.73746
H 2.33760 0.00337 -1.38911
H 1.35770 0.48968 0.88154
H 1.02550 -1.27699 0.75029
H -1.08921 1.48821 1.89538
H -1.98272 0.38400 2.57499
H -0.47991 0.32369 -2.40122
H -2.55033 0.95274 0.26834
H -0.66044 -1.23870 2.06423
H 1.55346 -1.20462 -2.61409
H 1.78343 0.42754 -2.91090
```

Results
Lowest unoccupied orbital energy (alpha / beta): -6.7827 / -6.5328 eV
Charge: +1
2S+1: 1
Kohn-Sham gap (alpha / beta): 8.2 / 8.5 eV

---

[3]
CH3Cl2N4 | ωB97M-V/def2-TZVPD

```
10
CH3Cl2N4 ωB97M-V/def2-TZVPD
Cl 2.58316 1.39126 -0.25184
Cl 2.35822 -1.50210 -0.25726
N -1.70193 0.18363 -0.47411
N 0.33969 0.01819 0.64530
N -2.79630 0.64206 -0.43024
N 1.61911 0.06470 0.63862
C -0.52213 -0.37130 -0.29477
H 2.08874 0.32223 1.54521
H -3.70951 0.13664 0.05808
H -0.25905 -0.88530 -1.17900
```

Results
Lowest unoccupied orbital energy: -6.0373 eV
Charge: +1
2S+1: 1
Kohn-Sham gap: 8.2 eV

---

[4]
C12H44O10 | ωB97M-V/def2-TZVPD

```
66
C12H44O10 ωB97M-V/def2-TZVPD
O 3.84351 -9.54640 -14.23170
O 3.65095 -12.04877 -16.03707
O 1.17253 -7.55023 -15.83527
O 4.87919 -11.85981 -19.31160
O 2.49003 -11.08820 -14.71727
O 4.48535 -10.24385 -16.00814
O 7.71069 -11.02147 -15.48162
O 5.99982 -10.85119 -14.23158
O 4.59269 -8.10245 -16.35885
O 7.81456 -11.90931 -17.13653
C 2.40366 -9.29249 -16.92392
C 7.06767 -9.87370 -17.45743
C 4.81911 -10.73182 -18.55149
C 0.59175 -9.85293 -15.20387
C 3.40776 -10.20778 -18.28005
C 1.09218 -8.87659 -16.29264
C 5.71071 -9.70175 -19.19807
C 7.94765 -9.81588 -16.20477
C 7.57493 -8.73442 -15.23714
C 7.13250 -12.72191 -16.18493
C 5.65461 -12.33675 -16.26044
C 7.41385 -14.15937 -16.71627
H 3.86372 -7.82332 -16.91286
H 8.98712 -9.74380 -16.52478
H 3.80161 -12.52323 -16.85463
H 7.59635 -7.73072 -15.66166
H 0.36414 -7.12161 -16.12577
H 5.28171 -10.45900 -14.72832
H 3.03664 -10.33075 -14.50816
H 5.39704 -11.30265 -16.03156
H 7.57694 -11.63102 -16.21111
H 7.19522 -14.29352 -17.77566
H 5.66815 -8.78384 -18.61178
H 3.41909 -9.36448 -17.58954
H 3.30472 -8.75877 -14.15689
H 6.02842 -10.14038 -17.26527
H 0.42607 -10.88869 -15.50023
H 4.15624 -10.06256 -15.12778
H 5.27251 -12.63697 -17.23613
H 6.99629 -8.90672 -17.95536
H 4.18911 -9.68539 -13.34996
H 1.12504 -9.90070 -14.25444
H 5.37429 -9.47392 -20.20951
H 6.73703 -14.81418 -16.16741
H 5.14549 -12.98417 -15.54647
H 6.71339 -10.09809 -19.35823
H 2.38119 -10.18544 -17.54862
H -0.35129 -9.45093 -14.83354
H 8.30536 -8.72844 -14.42811
H 5.75789 -12.24329 -19.26248
H 8.75184 -12.10513 -17.06771
H 2.87787 -8.50812 -17.51385
H 3.02720 -11.61597 -15.30815
H 7.44750 -12.63653 -15.14494
H 2.67108 -10.90576 -17.88225
H 7.45821 -10.52030 -18.24325
H 0.34023 -8.82590 -17.08011
H 4.67766 -9.38087 -16.37490
H 4.83218 -7.31861 -15.86439
H 3.05183 -9.47658 -16.06713
H 6.62073 -8.95206 -14.75731
H 4.14651 -11.23589 -16.13652
H 6.77913 -10.67948 -14.76019
H 8.40050 -14.60998 -16.60873
H 2.94654 -9.83410 -19.19423
H 5.18430 -10.91395 -17.54076
```

Results
Lowest unoccupied orbital energy: -0.1049 eV
Charge: 0
2S+1: 1
Kohn-Sham gap: 7.3 eV

---

[5]
C5H11NO | ωB97M-V/def2-TZVPD

```
18
C5H11NO ωB97M-V/def2-TZVPD
O -2.50885 0.25136 -1.13853
N -0.74775 1.39627 -0.08680
C 1.17632 -1.91452 -0.34674
C -0.11794 0.18602 0.30485
C -0.04821 0.03268 1.80018
C -1.83150 1.34269 -0.74387
C 0.40865 -0.64966 -0.60416
H 2.23801 -1.78586 -0.59169
H -1.03881 -0.19257 2.21343
H 1.45229 2.38011 -0.57331
H 0.80156 -2.72621 -0.98147
H 2.18066 2.31613 -0.71895
H -2.33973 2.25513 -1.04989
H 1.10743 -2.24922 0.69162
H 0.27325 0.98267 2.23855
H -1.98081 -0.52573 -0.87665
H 0.33010 -0.34917 -1.65018
H 0.64533 -0.75010 2.11361
```

Results
Lowest unoccupied orbital energy: 0.8646 eV
Charge: 0
2S+1: 1
Kohn-Sham gap: 9.7 eV

---

[6]
C22H26N5O2PReS4 | ωB97M-V/def2-TZVPD

```
61
C22H26N5O2PReS4 ωB97M-V/def2-TZVPD
Re -0.01214 -0.35683 -0.39835
S -1.84748 -2.00478 -0.05861
S 2.07445 0.90422 3.74928
S 1.29189 -2.36057 -0.35212
S 0.22519 -0.54386 1.95399
P -0.35594 -3.34146 0.21495
O -0.21457 -3.84627 1.68711
O -0.65286 -4.70089 -0.53732
N 1.94689 0.02767 -1.26756
N -1.48058 0.99892 -1.02690
N 1.29363 1.77392 1.36186
N -0.13571 -0.69235 -2.63468
N 0.51709 1.50873 0.28293
C 4.27378 0.48539 -0.98701
C -0.20697 -0.91026 -5.40671
C -2.97937 2.90928 -2.43730
C 2.11719 0.03363 -2.60286
C -1.05044 2.29518 -1.15966
C -1.77246 3.25027 -1.90513
C 0.08042 2.56468 -0.37604
C 2.76180 2.56931 3.67507
C -1.32818 -4.48337 2.38329
C -1.39178 -3.92029 3.78007
C 0.39092 -5.17947 -2.68515
C -0.87966 -4.80565 -1.95955
C 0.93454 -0.35381 -3.37621
C -1.21520 -1.16363 -3.26521
C -2.71279 0.70935 -1.52144
C -3.47336 1.61301 -2.20769
C 4.44327 0.55348 -2.36214
C 3.35498 0.31008 -3.17556
C -1.29546 -1.28688 -4.63922
C 0.92478 -0.44615 -4.76442
C 3.01992 0.21524 -0.48312
C 1.20102 0.82698 2.24945
H 1.79406 -0.16618 -5.33679
H 1.15004 -4.40575 -2.57313
H 0.42883 3.55523 -0.12055
H -4.45331 1.32070 -2.55437
H -3.08390 -0.27889 -1.31728
H 5.41000 0.77306 -2.79154
H -1.64252 -5.57852 -2.06173
H 3.39521 2.66780 4.55367
H -0.45281 -4.08898 4.30275
H -1.36046 4.24279 -2.01620
H -1.29595 -3.86854 -2.31714
H -2.19069 -4.41118 4.33406
H 2.85302 0.14658 0.58384
H 0.78614 -6.11906 -2.30428
H 0.17522 -5.30563 -3.74640
H -2.03694 -1.46378 -2.63828
H 5.09585 0.63583 -0.30482
H -3.56013 3.62645 -2.99978
H 3.46518 0.32577 -4.24781
H -1.12773 -5.55484 2.37157
H -2.25163 -4.29348 1.83254
H -2.20015 -1.66818 -5.08663
H -0.23350 -0.98515 -6.48403
H 1.97116 3.31435 3.70627
H 3.35717 2.69664 2.77613
H -1.59143 -2.85085 3.75255
```

Results
Lowest unoccupied orbital energy (alpha / beta): -3.3992 / -3.3990 eV
Charge: +1
2S+1: 1
Kohn-Sham gap (alpha / beta): 6.2 / 6.2 eV

---

| no. | calculated total energy (a.u.) |
| --- | --- |
| 1 | -666.93858 |
| 2 | -322.25772 |
| 3 | -1178.77647 |
| 4 | -1234.47471 |
| 5 | -327.04968 |
| 6 | -3290.55346 |